Entry 1:
21
Properties=species:S:1:pos:R:3:nbo_charge:R:1 method="wB97M-V/def2-TZVPD" gap_ev="7.13 / 7.13" spin_multiplicity=1 energy_ev=-8957.0730 homo_energy_ev="-6.192 / -6.192" fmax_ev_per_a=2.2
H -1.02504 0.79975 2.34004 0.198
H 1.40536 -1.43332 -1.35884 0.203
H -2.59612 -1.22980 -0.45918 0.214
H 2.03357 -0.07254 1.45752 0.229
H 2.51395 0.43393 -0.15571 0.224
C 0.53333 -0.82287 -1.61695 -0.645
H -1.64960 -2.27661 -1.52566 0.217
H 0.79177 3.14362 0.17236 0.206
H -0.92620 2.50753 -0.00525 0.215
C -0.50202 -0.76663 -0.54196 0.087
C -1.63893 -1.73850 -0.58156 -0.648
C 0.11484 2.30636 0.19071 -0.395
H -1.56358 -2.48091 0.22782 0.207
C 0.55123 1.07471 0.42590 0.204
H 0.86677 0.17901 -1.88690 0.218
H 0.11679 -1.25858 -2.53497 0.223
N -0.37652 -0.02133 0.55831 -0.277
H 2.48424 1.60916 1.17102 0.226
C 1.97800 0.74052 0.74145 -0.663
C -1.16977 0.01708 1.62449 -0.439
H -1.94209 -0.71057 1.75738 0.195

Entry 2:
22
Properties=species:S:1:pos:R:3:nbo_charge:R:1 method="wB97M-V/def2-TZVPD" gap_ev=10.60 spin_multiplicity=1 charge=+1 energy_ev=-10441.0793 homo_energy_ev=-14.543 fmax_ev_per_a=4.4
H -0.44025 2.62427 -2.01509 0.225
N -0.50111 -0.71500 1.49699 -0.403
N -0.00903 -1.58682 -0.55583 -0.476
H 0.01657 0.34655 -1.96601 0.192
C -0.10678 2.05396 0.07178 -0.356
H -1.32540 -0.53062 3.30931 0.194
H -0.16143 -3.26696 0.47414 0.217
C 0.71589 0.66418 -0.04157 -0.298
H 1.53307 0.80294 0.56590 0.250
C 0.76361 0.94618 -1.54452 -0.379
H 0.17736 -1.53801 -1.49997 0.427
H 1.14994 3.13936 -1.32432 0.226
C -0.75006 -2.79893 -0.25239 -0.400
C 0.12092 -0.62751 0.30305 0.553
H 0.45965 2.69813 0.78639 0.222
H -0.78925 -3.29433 -1.20406 0.230
H -1.62707 -2.46581 0.15314 0.217
C -0.49770 -0.75210 2.77472 0.111
H 1.73598 0.84972 -1.99487 0.230
C 0.31653 2.38488 -1.32979 -0.403
H -1.13591 2.05987 0.37086 0.229
H 0.35448 -0.99395 3.42213 0.194

Entry 3:
22
Properties=species:S:1:pos:R:3:nbo_charge:R:1 method="wB97M-V/def2-TZVPD" gap_ev=9.01 spin_multiplicity=1 charge=+1 energy_ev=-10442.0174 homo_energy_ev=-11.944 fmax_ev_per_a=2.6
H 1.04275 -1.98502 1.03206 0.235
C 1.07328 0.39830 -1.32927 -0.419
H 0.46916 0.01712 2.32383 0.207
C 0.66812 -1.42169 0.17679 -0.205
H -2.13728 0.86490 -2.09848 0.404
H -1.43554 -1.41518 0.58250 0.262
N 1.66089 -0.39884 -0.25211 -0.515
C -0.79138 1.52817 1.45803 -0.125
N -1.81942 0.09111 -1.53611 -0.788
H -1.78571 -0.79725 -2.00832 0.397
H -0.80885 2.31868 2.18615 0.238
C -0.62421 -0.68672 0.52824 -0.298
C -0.51042 0.11127 1.84878 -0.448
C -0.95938 0.36781 -0.52861 0.313
H 2.54502 -0.85329 -0.52219 0.434
H 0.50583 -2.10295 -0.66088 0.226
H -1.33115 2.55532 -0.35041 0.239
H 1.85892 0.22550 0.53795 0.433
H -1.24488 -0.22329 2.58151 0.253
H 1.04218 -0.14094 -2.26436 0.202
H 1.47518 1.39476 -1.40484 0.218
C -1.05124 1.65453 0.15973 -0.261

Entry 4:
23
Properties=species:S:1:pos:R:3:nbo_charge:R:1 method="wB97M-V/def2-TZVPD" gap_ev=8.12 spin_multiplicity=1 charge=+1 energy_ev=-12487.9227 homo_energy_ev=-11.757 fmax_ev_per_a=4.5
H 1.84791 2.54649 -0.59156 0.460
C 0.82208 -0.62109 -0.30091 -0.309
H 1.66590 -2.38114 -1.40815 0.249
H 1.54884 1.90461 1.96233 0.261
C -2.20184 0.45539 -0.46963 0.651
C 0.86293 0.66907 -0.98050 0.341
H 1.30542 -0.95509 1.70626 0.232
C -3.37449 -0.10908 -0.50156 -0.269
C 0.92940 -0.16400 1.18389 -0.390
H -4.90407 -0.30817 0.76496 0.386
N 1.52858 1.55910 -0.30424 -0.486
H -0.14557 -1.12996 -0.46014 0.255
N -3.94217 -0.58295 0.72774 -0.779
O -1.24725 1.13582 -0.47780 -0.515
H -0.01812 -0.06724 1.56568 0.219
H -3.61116 -0.57461 -1.34259 0.241
H -3.41808 -0.26118 1.50240 0.366
H 0.68440 0.88368 -2.07829 0.260
C 1.78381 1.17211 1.06386 -0.260
H 2.82033 0.79807 1.12066 0.229
H 2.60910 -1.65939 0.02239 0.238
H 2.45269 -0.83973 -1.77054 0.222
C 2.00134 -1.47068 -0.93427 -0.600

Entry 5:
23
Properties=species:S:1:pos:R:3:nbo_charge:R:1 method="wB97M-V/def2-TZVPD" gap_ev="9.28 / 9.28" spin_multiplicity=1 charge=+1 energy_ev=-12486.5107 homo_energy_ev="-13.275 / -13.275" fmax_ev_per_a=5.1
H -2.89287 -0.57911 0.77832 0.242
C -0.99840 1.55914 -0.06500 -0.629
C -1.18717 -0.51513 -1.42176 -0.616
H 2.11967 2.59873 -0.28402 0.458
H -2.04646 0.42593 1.94898 0.237
O 3.05898 -0.40884 -0.13282 -0.347
H -0.46897 -0.01082 -2.03743 0.216
C 2.58613 0.66481 0.01753 0.867
H -1.43601 2.05905 0.78122 0.231
H 2.73909 -2.58503 -0.21847 0.265
H 0.75017 0.28779 1.21463 0.416
C -1.80858 -0.34113 1.19592 -0.647
H -1.65552 1.93130 -0.92867 0.253
H -0.06720 2.12919 -0.20901 0.191
H -2.25155 -0.52241 -1.72326 0.252
C 2.38360 -1.60078 0.01063 -0.015
N 2.64449 1.84545 0.11267 -0.552
H -1.48000 -1.25614 1.74626 0.225
C -0.89413 0.03471 0.04912 0.100
H 0.33562 -2.38911 0.07501 0.247
N 0.47853 -0.32126 0.46814 -0.622
H -0.98653 -1.51877 -1.59099 0.214
C 1.07711 -1.48756 0.21303 0.013

Entry 6:
24
Properties=species:S:1:pos:R:3:nbo_charge:R:1 method="wB97M-V/def2-TZVPD" gap_ev=8.21 spin_multiplicity=1 charge=+1 energy_ev=-14533.9577 homo_energy_ev=-13.100 fmax_ev_per_a=4.3
C -0.96051 1.32969 1.96840 -0.436
H -1.73024 3.24138 1.90985 0.215
C -0.40277 1.07315 0.60945 -0.091
H -2.75005 2.23368 2.86070 0.240
C 0.68662 -0.19975 0.44571 0.336
C -2.16383 2.33712 1.87969 -0.596
C 0.81406 0.33857 -1.96993 0.364
H -0.13623 -1.97547 0.10250 0.532
H 3.40300 -0.50761 -0.74836 0.227
H -0.07546 1.45882 2.67609 0.251
N 1.30923 -0.32297 -0.86522 -0.397
H -1.66923 -2.18997 -2.01468 0.501
H -1.24642 0.32177 2.17961 0.245
C 2.49908 -1.16398 -0.97997 -0.434
O -0.78359 -2.42445 -1.56402 -0.956
H 2.72585 -1.90140 -0.28407 0.248
O 0.19366 -1.35621 0.80894 -0.691
H -2.89025 2.22554 0.98731 0.229
H 1.26745 0.29242 -3.03093 0.258
N -0.34932 0.93839 -1.81945 -0.475
H 1.39922 0.05210 1.15880 0.205
H -0.90091 -3.33020 -1.60863 0.484
C -0.71052 1.20946 -0.63777 0.497
H 2.47114 -1.68008 -2.06400 0.242

Entry 7:
25
Properties=species:S:1:pos:R:3:nbo_charge:R:1 method="wB97M-V/def2-TZVPD" gap_ev=9.81 spin_multiplicity=1 charge=+1 energy_ev=-16581.8551 homo_energy_ev=-13.941 fmax_ev_per_a=3.6
C -1.21635 0.20235 -0.55030 0.750
N 0.73399 -1.20916 -0.12701 -0.641
H 2.16864 -2.04654 1.38137 0.239
O 3.00828 -1.02759 -0.72553 -0.727
C -2.84328 -1.31775 0.14047 -0.240
C -1.39922 2.63865 -0.36101 -0.605
H 0.44702 -2.33499 1.86208 0.230
C 0.79250 1.64310 0.19974 0.680
H -2.34022 2.39644 -0.75664 0.214
H -3.64066 -1.58490 -0.46229 0.233
H 3.57656 -1.05777 -1.61817 0.524
N 1.78788 0.82791 -0.29209 -0.641
O -1.97842 -0.68296 -0.87016 -0.381
H 1.35825 -0.37759 -1.85259 0.176
C 1.73351 -0.48702 -0.85583 0.387
H -0.94384 3.49619 -1.08555 0.277
H 0.65437 -2.18556 -0.49910 0.396
C 1.11917 -1.51173 1.34387 -0.490
H -1.63512 2.98973 0.69775 0.271
H -3.25925 -0.56799 0.78991 0.214
H 1.10330 -0.60612 2.07326 0.229
H -2.25137 -1.98520 0.71106 0.225
C -0.60729 1.33450 -0.28157 -0.248
H 2.66359 0.83916 0.28342 0.432
O 0.96795 2.61483 0.85489 -0.506

Entry 8:
27
Properties=species:S:1:pos:R:3:nbo_charge:R:1 method="wB97M-V/def2-TZVPD" gap_ev=8.66 spin_multiplicity=1 energy_ev=-27925.5086 homo_energy_ev=-8.039 fmax_ev_per_a=5.1
O 2.66193 -0.03164 0.76538 -0.820
H -2.97832 -2.13677 -0.25807 0.205
H -3.12170 2.23509 -0.52111 0.240
H -3.54362 0.71466 0.26224 0.206
H -3.40324 0.85932 -1.48130 0.197
C 0.45355 -1.82874 0.23837 -0.622
P 1.25121 -0.19438 -0.08506 2.259
H 3.29648 1.45477 -2.35411 0.191
H 1.75906 -0.69569 2.42821 0.183
N -1.61518 0.81564 -0.15047 -0.309
H -2.42547 -2.15565 1.29362 0.229
C 2.73005 -0.82436 1.98265 -0.244
O 1.85934 0.26816 -1.51856 -0.796
C 2.69405 1.35849 -1.52579 -0.252
H 3.36708 1.46043 -0.65596 0.207
H 1.92172 2.27029 -1.56866 0.162
C -0.83960 -1.57875 -0.06918 0.058
H 2.89181 -1.85867 1.67256 0.211
C -0.70122 1.71653 0.23918 0.904
C -2.93749 1.21091 -0.48082 -0.425
C -2.05512 -2.37467 0.32290 -0.669
O -1.01900 2.79269 0.62346 -0.573
H 3.43230 -0.38036 2.63983 0.192
N -1.02927 -0.33604 -0.79317 -0.532
H -1.73796 -3.39831 0.23912 0.245
O 0.52494 1.10817 0.48682 -0.829
H -1.43630 -0.47114 -1.73207 0.381

Entry 9:
27
Properties=species:S:1:pos:R:3:nbo_charge:R:1 method="wB97M-V/def2-TZVPD" gap_ev=1.89 spin_multiplicity=1 charge=-1 energy_ev=-29469.3974 homo_energy_ev=-0.923 fmax_ev_per_a=1.6
C 1.24208 -0.76009 -2.73409 -0.555
H 2.03275 -0.92314 -3.46526 0.233
O -2.57762 0.32137 5.03752 -0.736
C -1.95259 -0.79092 0.14334 -0.689
S -0.03979 1.34421 -1.30732 0.491
H -1.13822 0.67291 -1.88089 0.068
H 2.19924 1.08345 -2.07192 0.233
C 1.51902 -1.66010 -1.55460 0.675
H 0.97126 -0.11183 0.41166 0.245
C -1.11111 0.16485 0.93749 0.209
H 1.04817 1.26940 -3.34865 0.244
N 2.79441 -1.55713 -0.89085 -0.879
H -2.74497 -0.25156 -0.37070 0.218
H -0.82700 1.19338 2.50312 0.375
O -0.80132 1.66019 4.79253 -0.807
O -2.88249 2.41221 4.48944 -0.746
C -2.05746 1.46936 4.78895 0.911
O 0.69053 -2.46177 -1.16274 -0.512
H -2.42118 -1.49301 0.81498 0.264
N -1.48720 0.53930 2.07872 -0.457
C 1.23910 0.73260 -2.42177 -0.648
H 3.48641 -2.05384 -1.44204 0.382
H 0.31513 -1.07612 -3.19253 0.243
H -1.36708 -1.29715 -0.61538 0.208
H 0.56142 1.50064 0.95087 0.267
H 3.09557 -0.59074 -0.85336 0.362
C 0.21295 0.66352 0.36350 -0.602

Entry 10:
27
Properties=species:S:1:pos:R:3:nbo_charge:R:1 method="wB97M-V/def2-TZVPD" gap_ev=9.49 spin_multiplicity=1 charge=+1 energy_ev=-29460.6407 homo_energy_ev=-13.879 fmax_ev_per_a=1.5
H -3.24299 -0.66342 0.09715 0.228
H -0.46258 -2.07538 -1.99100 0.214
H -2.12457 -1.49032 -2.04316 0.235
S 1.74031 0.56449 0.83538 2.158
H 3.01471 0.19444 2.78850 0.289
O 3.36121 -2.00419 -1.65915 -0.194
H 1.44602 -0.66579 2.83500 0.279
O 0.24528 0.74003 0.63839 -0.761
H 0.91132 2.80415 -1.18454 0.192
C 2.19204 -0.88982 0.00080 -0.304
C 1.95167 0.25777 2.57862 -0.829
H -2.30579 -0.49911 1.58482 0.211
N 2.82270 -1.36442 -0.86644 0.346
H -0.45624 3.13175 -0.08046 0.187
C -0.71532 0.20603 -0.45079 0.467
C -1.38255 -1.97918 -1.42103 -0.593
H 1.51825 1.09170 3.12125 0.293
C -1.15952 -1.18211 -0.13691 -0.283
C -0.15000 3.05120 -1.12371 -0.282
H -1.73861 -2.97407 -1.16950 0.230
O 2.52632 1.63566 0.34281 -0.821
H -2.75153 -2.10176 0.99415 0.231
H -0.33877 3.99069 -1.63556 0.231
C -2.44836 -1.10354 0.69247 -0.594
H -0.38023 -1.66700 0.46246 0.210
O -0.95533 2.10617 -1.82671 -0.287
N -1.11741 0.88602 -1.38283 -0.051

Entry 11:
28
Properties=species:S:1:pos:R:3:nbo_charge:R:1 method="wB97M-V/def2-TZVPD" gap_ev=7.12 spin_multiplicity=1 charge=-1 energy_ev=-40309.3536 homo_energy_ev=-4.084 fmax_ev_per_a=3.8
C -0.95501 -1.03756 -0.42723 -0.434
C 1.07827 -0.08452 5.56923 -0.523
H -0.99467 -2.07858 -0.10062 0.212
H 1.36588 0.87283 5.94601 0.202
C 0.06103 -0.27769 0.41519 -0.413
O 2.67968 0.51447 3.51050 -0.946
O 0.27438 0.71011 2.91412 -0.912
O 1.31129 -1.50322 3.20597 -0.980
H -1.93406 -0.58974 -0.24003 0.225
H 0.28849 -1.47295 -2.13443 0.189
H -1.49994 0.99799 -2.17064 0.195
H 0.99579 -0.82393 0.53506 0.230
O -1.92771 0.59946 1.83222 -0.989
N 0.09881 -2.13883 5.96406 -0.543
H 0.23044 -2.36787 4.95991 0.276
H -0.65113 1.69665 0.14821 0.226
N 0.51141 -0.98914 6.27131 -0.175
H 0.64518 2.23658 -1.88973 0.201
S 1.45136 -0.19125 3.81246 2.220
C -0.54647 0.49718 -2.35631 -0.396
S -0.75238 -0.23715 2.09243 1.538
H -1.44516 -1.46250 -2.48464 0.199
H -0.33766 0.55438 -3.42812 0.195
C -0.65227 -0.96067 -1.92151 -0.388
C 0.26566 1.14128 -0.06887 -0.435
C 0.55696 1.19529 -1.56792 -0.388
H 1.50889 0.69879 -1.77374 0.188
H 1.08157 1.60034 0.49269 0.228

Entry 12:
26
Properties=species:S:1:pos:R:3:nbo_charge:R:1 method="wB97M-V/def2-TZVPD" gap_ev="5.25 / 5.25" spin_multiplicity=1 energy_ev=-40356.9041 homo_energy_ev="-6.940 / -6.939" fmax_ev_per_a=3.6
H -1.58139 1.67222 -1.88412 0.217
P -3.92835 -1.91947 -1.38562 1.159
H -1.82566 -0.14175 1.89116 0.225
C -1.09924 1.14632 -1.11921 -0.096
H 4.01067 -1.81930 0.34448 -0.049
O -4.81069 -2.04659 -0.25220 -0.936
H 0.27407 -1.10371 1.74009 0.218
C 0.72842 -0.20291 -0.05010 0.169
H -1.58485 1.84562 0.73110 0.221
H 2.73898 0.77325 -1.63105 0.210
H -2.19572 -1.17347 0.38300 0.147
H 0.75157 0.77379 -2.09414 0.214
P 2.75064 -1.88850 0.81282 0.544
H -5.45337 1.30320 0.29140 -0.073
P -4.43180 0.81641 1.01415 0.645
H 3.71579 0.38504 -0.15565 0.191
N 2.03482 -0.76428 -0.27324 -0.703
H 3.00852 -0.92639 1.89480 -0.069
C 3.08856 -0.01489 -0.98210 -0.419
H -4.92067 -0.49694 0.90431 -0.021
N -3.29085 1.10755 -0.06429 -0.879
C 0.19574 0.69286 -1.11509 -0.270
H 3.71310 -0.66185 -1.74072 0.201
C -0.10604 -0.74448 0.82682 -0.301
C -1.47974 -0.27854 0.84752 -0.395
C -1.89653 0.99626 0.13111 -0.150